[1]
A structure of composition C27H26N2OReS, computed with ωB97M-V/def2-TZVPD.

```
58
Properties=species:S:1:pos:R:3:forces:R:3:nbo_charge:R:1
Re -0.279 -0.002 1.356 0.43 0.47 0.48 1.309
N -0.677 -2.077 1.459 -0.12 0.10 -0.31 -0.751
C -0.232 -2.746 0.242 -0.04 -0.04 -0.04 0.093
C -1.143 -3.462 -0.511 -0.03 -0.02 0.04 -0.222
C -0.718 -4.093 -1.671 0.01 -0.01 -0.02 -0.172
C 0.614 -4.009 -2.051 0.00 0.00 0.00 -0.182
C 1.512 -3.281 -1.286 0.00 -0.06 0.02 -0.193
C 1.104 -2.624 -0.128 0.12 0.04 0.07 -0.019
C 2.056 -1.773 0.631 0.02 0.05 -0.11 0.022
C 3.378 -2.178 0.805 -0.01 0.01 -0.09 -0.226
C 4.310 -1.329 1.386 -0.02 0.03 0.02 -0.147
C 3.948 -0.047 1.784 0.03 -0.02 -0.02 -0.206
C 2.630 0.356 1.648 0.00 -0.10 -0.08 -0.213
C 1.664 -0.502 1.103 0.04 -0.10 0.10 -0.278
H -1.654 -2.295 1.638 -0.02 -0.12 0.05 0.417
H -0.141 -2.409 2.261 -0.01 -0.13 0.03 0.425
H -2.176 -3.544 -0.191 0.01 0.01 -0.01 0.225
H -1.424 -4.655 -2.266 0.02 0.00 0.01 0.242
H 0.952 -4.507 -2.949 0.00 0.01 0.01 0.241
H 2.546 -3.199 -1.599 -0.04 0.01 -0.01 0.232
H 3.679 -3.166 0.479 0.01 0.02 0.03 0.237
H 5.328 -1.669 1.523 0.00 0.02 -0.03 0.242
H 4.687 0.626 2.200 -0.01 -0.02 0.01 0.240
H 2.348 1.362 1.950 0.00 -0.01 0.06 0.208
C -0.351 -0.343 5.988 -0.06 -0.02 0.05 -0.806
S 0.498 0.327 4.581 0.10 -0.06 -0.16 1.279
C 0.042 2.037 4.722 -0.10 0.06 0.02 -0.817
O -0.362 -0.218 3.393 -0.09 0.00 0.25 -0.983
H -1.424 -0.247 5.823 0.01 0.02 0.04 0.263
H -0.036 0.223 6.865 0.01 -0.04 0.00 0.273
H -0.059 -1.385 6.100 -0.02 0.01 -0.02 0.271
H 0.586 2.453 5.572 -0.01 0.00 -0.02 0.278
H -1.034 2.122 4.866 0.02 0.03 -0.01 0.260
H 0.363 2.539 3.811 0.01 0.02 0.01 0.259
N -0.675 0.783 -0.177 -0.30 -0.02 -0.79 -0.592
C -1.001 1.329 -1.336 0.27 -0.19 0.47 0.365
C -0.436 0.705 -2.529 -0.01 -0.03 -0.02 -0.079
C -1.203 0.591 -3.697 0.01 0.02 0.01 -0.165
C -0.676 -0.050 -4.803 0.00 0.00 0.00 -0.208
C 0.621 -0.548 -4.764 -0.01 -0.02 -0.02 -0.143
C 1.387 -0.434 -3.610 0.01 0.01 0.03 -0.199
C 0.856 0.169 -2.485 -0.01 -0.03 -0.03 -0.181
C -1.853 2.497 -1.388 -0.19 0.09 -0.04 -0.097
C -2.703 2.809 -0.314 0.04 -0.06 -0.06 -0.153
C -3.520 3.914 -0.372 0.00 0.05 -0.03 -0.212
C -3.489 4.738 -1.496 -0.03 0.02 0.02 -0.118
C -2.635 4.461 -2.554 0.00 0.00 0.02 -0.212
C -1.820 3.344 -2.507 0.04 0.00 0.06 -0.139
H -2.217 0.967 -3.719 0.02 0.00 0.00 0.233
H -1.273 -0.157 -5.698 0.01 0.00 0.01 0.241
H 1.036 -1.030 -5.640 0.00 0.01 0.01 0.238
H 2.400 -0.813 -3.592 -0.01 0.00 0.00 0.231
H 1.445 0.261 -1.581 0.00 0.01 -0.02 0.224
H -2.734 2.157 0.549 -0.01 -0.02 0.01 0.205
H -4.187 4.144 0.448 -0.01 -0.01 -0.01 0.236
H -4.134 5.606 -1.541 0.01 0.00 0.01 0.241
H -2.599 5.119 -3.411 0.00 -0.01 0.01 0.244
H -1.127 3.152 -3.313 -0.01 -0.02 -0.01 0.237
```
Forces are in eV/Å.

Results
expectation value of S²	0.77
2S+1	2
E_LUMO (alpha / beta)	-7.28 / -7.37	eV
charge	+2



[2]
A structure of composition C38H46ClF5OP4Re in a non-equilibrium geometry, computed with ωB97M-V/def2-TZVPD.

```
96
Properties=species:S:1:pos:R:3:forces:R:3:lowdin_charge:R:1
P 5.946 3.128 -1.597 -1.29 -0.92 0.22 1.254
C 5.192 3.113 -3.204 -0.15 0.56 -0.50 -0.372
C 5.209 4.329 -3.927 -0.04 -0.36 -0.05 -0.084
H 5.532 5.244 -3.419 -0.06 -0.25 -0.32 0.116
C 4.841 4.334 -5.272 -0.09 -0.19 0.13 -0.048
H 4.837 5.268 -5.831 0.08 -0.24 0.10 0.121
C 4.490 3.131 -5.898 0.06 -0.05 0.27 -0.029
H 4.274 3.117 -6.970 0.03 0.03 0.43 0.125
C 4.406 1.937 -5.162 -0.12 0.04 0.20 -0.043
H 4.086 1.012 -5.654 0.10 0.42 0.22 0.124
C 4.722 1.922 -3.802 0.33 0.35 -0.23 -0.061
H 4.618 1.022 -3.194 0.21 0.12 -0.35 0.102
C 4.872 3.750 -0.304 -0.03 0.01 0.05 -0.345
C 3.681 4.447 -0.622 0.40 0.18 0.26 -0.069
H 3.210 4.311 -1.595 0.25 0.21 0.13 0.110
C 3.134 5.310 0.327 -0.15 -0.14 0.03 -0.058
H 2.245 5.899 0.084 0.32 -0.27 0.08 0.123
C 3.730 5.443 1.588 0.01 0.02 0.00 -0.055
H 3.324 6.159 2.309 0.15 -0.24 -0.31 0.125
C 4.833 4.659 1.943 -0.08 -0.30 0.07 -0.060
H 5.282 4.747 2.936 -0.21 -0.04 -0.32 0.125
C 5.383 3.776 1.018 0.03 0.52 -0.35 -0.092
H 6.247 3.160 1.275 -0.08 0.29 -0.05 0.122
C 6.609 1.529 -1.188 0.74 -0.23 -0.10 -0.373
C 7.961 1.304 -1.562 -0.87 0.12 0.37 -0.065
H 8.464 2.067 -2.158 0.09 -0.31 0.19 0.115
C 8.591 0.143 -1.143 -0.20 -0.20 0.09 -0.046
H 9.616 -0.052 -1.435 -0.02 0.03 0.08 0.120
C 7.904 -0.777 -0.339 -0.32 0.36 -0.10 -0.030
H 8.419 -1.658 0.033 -0.08 0.13 -0.09 0.121
C 6.550 -0.581 -0.022 -0.01 0.10 -0.21 -0.046
H 6.015 -1.321 0.581 0.18 0.23 -0.30 0.114
C 5.877 0.556 -0.480 0.39 0.02 0.11 -0.083
H 4.799 0.679 -0.326 0.43 -0.02 0.16 0.090
Re 0.108 -0.054 -0.282 -5.76 -2.18 1.27 0.912
C 0.109 0.332 1.778 0.09 0.08 1.01 -0.211
C 1.020 1.163 2.354 -0.56 -0.30 0.38 -0.346
H -0.654 -0.145 2.399 0.24 0.28 0.12 0.044
C 2.101 1.687 1.436 0.17 0.29 -0.03 -0.381
O 3.381 1.132 1.849 -0.11 0.71 -0.15 -0.043
H 4.116 1.635 1.446 -0.64 -0.18 0.20 0.059
C 1.670 1.191 0.117 0.58 -1.31 -1.15 -0.279
H 2.103 2.788 1.433 0.40 -0.10 0.10 0.120
C 1.801 0.408 -0.934 4.35 2.64 -0.69 -0.344
Cl -0.313 -0.552 -2.605 0.14 0.07 -0.06 0.118
P 0.866 -2.266 0.335 0.56 -1.13 0.41 0.734
P -1.136 1.925 -0.810 -0.53 0.78 -0.16 0.702
C 0.335 -3.659 -0.696 -0.07 0.01 -0.09 -0.232
H 0.531 -3.414 -1.746 -0.11 -0.13 0.18 0.048
H -0.740 -3.822 -0.567 0.33 -0.03 -0.07 0.045
H 0.889 -4.561 -0.401 -0.12 0.24 -0.07 0.064
C 2.687 -2.424 0.302 0.16 -0.07 0.11 -0.246
H 3.127 -1.784 1.081 -0.11 -0.11 -0.22 0.041
H 3.076 -2.112 -0.677 -0.11 -0.14 0.23 0.047
H 2.962 -3.473 0.491 0.00 0.35 -0.06 0.060
C 0.475 -2.823 2.030 -0.05 0.05 0.11 -0.230
H -0.591 -2.684 2.242 0.16 -0.06 -0.11 0.048
H 1.055 -2.237 2.755 -0.11 -0.15 -0.18 0.039
H 0.726 -3.888 2.138 -0.04 0.29 -0.02 0.065
C -2.758 1.742 -1.608 -0.03 0.01 -0.14 -0.230
H -3.515 1.441 -0.871 0.24 0.05 -0.17 0.056
H -2.707 0.989 -2.406 0.01 0.24 0.27 0.037
H -3.025 2.722 -2.029 -0.05 -0.30 0.08 0.060
C -1.484 3.087 0.544 -0.08 0.15 0.03 -0.226
H -0.552 3.384 1.043 -0.18 -0.03 -0.13 0.032
H -2.146 2.608 1.277 0.18 0.15 -0.25 0.040
H -1.980 3.968 0.118 0.12 -0.10 0.22 0.063
C -0.147 2.902 -1.991 -0.20 0.21 -0.08 -0.246
H 0.244 2.244 -2.779 -0.16 0.19 0.22 0.029
H 0.686 3.387 -1.465 -0.21 -0.12 -0.14 0.028
H -0.813 3.657 -2.426 0.31 -0.02 -0.02 0.057
P 1.059 1.665 4.104 0.25 -0.63 -1.97 0.891
C -0.546 1.463 4.853 -0.27 0.09 0.40 -0.157
C 1.581 3.379 4.086 -0.03 0.41 0.44 -0.161
H -0.838 0.404 4.856 0.12 0.27 -0.03 0.077
H -1.303 2.041 4.304 0.27 -0.17 0.09 0.077
H -0.503 1.826 5.891 -0.06 -0.15 -0.25 0.079
H 2.514 3.491 3.521 -0.16 -0.17 0.15 0.043
H 1.748 3.724 5.115 -0.05 0.00 -0.23 0.078
H 0.809 4.005 3.621 0.12 -0.18 0.11 0.076
C 2.324 0.655 4.852 0.21 0.00 0.60 -0.158
H 1.940 -0.359 5.004 0.02 0.15 0.00 0.073
H 2.623 1.083 5.814 0.03 -0.20 -0.05 0.072
H 3.184 0.610 4.172 -0.26 0.11 0.14 0.057
H 2.509 0.279 -1.740 0.02 -0.39 -0.05 0.061
F -2.669 0.469 1.916 0.11 -0.18 -0.10 -0.008
C -2.999 -0.604 1.124 -0.66 -0.28 0.18 -0.259
C -2.142 -1.065 0.131 0.57 0.45 -0.34 -0.111
C -2.743 -2.057 -0.650 -0.48 -0.18 -0.25 -0.262
F -2.128 -2.573 -1.744 -0.16 0.11 0.51 -0.020
C -4.032 -2.579 -0.446 0.18 -0.16 -0.30 -0.127
F -4.512 -3.531 -1.270 0.29 0.56 0.51 0.119
C -4.815 -2.116 0.604 -0.05 -0.20 0.10 -0.122
F -6.031 -2.637 0.846 0.87 0.46 -0.15 0.132
C -4.274 -1.114 1.403 -0.13 0.14 0.25 -0.134
F -4.994 -0.642 2.446 0.44 -0.14 -0.60 0.103
```
Forces are in eV/Å.

Results
expectation value of S²	3.79
2S+1	4
E_LUMO (alpha / beta)	-5.14 / -8.32	eV
charge	+2



no.,calculated total energy (eV)
1,-46398.2600
2,-107578.6940